#one
Density functional theory data (ωB97M-V/def2-TZVPD) for a cluster of 2 separate species, C4H10NOP in total.

Computed properties:
total charge: 0
multiplicity: 1
HOMO level: -8.80 eV
frontier orbital gap: 8.6458 eV
LUMO: -0.2 eV

Last column: Mulliken charge in e.
Geometry (Å):
C 1.66896 0.03533 0.65175  0.071
C 0.19686 -1.90426 0.01858  -1.247
C -0.34499 1.96673 -0.57931  -0.962
C 0.72312 -0.56786 -0.23646  0.141
N -0.52018 0.91975 0.44807  -0.182
O 2.47394 0.87936 0.38871  -0.472
P -2.01326 0.27964 0.49632  -0.140
H 1.67732 -0.18992 1.76552  0.282
H 0.51690 -2.13804 1.06553  0.349
H -0.96463 -2.07614 -0.26612  0.246
H 0.56329 -2.68043 -0.61159  0.319
H -0.33846 1.68374 -1.56468  0.411
H -1.13707 2.77580 -0.43210  0.372
H 0.56415 2.63522 -0.53662  0.278
H 0.89237 -0.07762 -1.15720  0.413
H -1.74525 -1.02122 1.23159  0.069
H -2.21306 -0.52008 -0.68201  0.051



#two
Density functional theory data (ωB97M-V/def2-TZVPD) for a cluster of 2 separate species, C4H10NOP in total.

Computed properties:
total charge: 0
multiplicity: 1
HOMO level: -8.44 eV
frontier orbital gap: 8.6497 eV
LUMO: 0.2 eV

Last column: Mulliken charge in e.
Geometry (Å):
C -0.39535 -0.05103 -0.57597  0.460
C 1.52388 -1.23066 -1.01714  -0.991
C 1.58632 1.09791 -0.17479  -1.079
C -2.46452 -0.01450 1.33430  -0.863
N 0.86540 0.04400 -0.76815  0.032
O -1.29800 -1.65870 -1.14645  -0.712
P -1.66485 1.12135 0.03502  0.025
H 2.07276 -1.54760 -0.14102  0.332
H 0.62455 -1.84044 -1.19897  0.419
H 2.18529 -1.07629 -1.86739  0.310
H 1.12818 2.06703 -0.38738  0.417
H 1.77692 0.91001 0.89490  0.356
H 2.59659 1.05703 -0.53039  0.353
H -3.50084 0.06146 1.11118  0.296
H -2.18055 0.30618 2.30338  0.334
H -2.11983 -1.09636 1.15243  0.296
H -0.73596 1.85061 0.97645  0.017



#three
Density functional theory data (ωB97M-V/def2-TZVPD) for the molecule C4H10NOP.

Computed properties:
structure (SMILES): CC(C)(C)NP=O
total charge: 0
multiplicity: 1
HOMO level: -9.62 eV
frontier orbital gap: 10.2964 eV
LUMO: 0.7 eV

Last column: Mulliken charge in e.
Geometry (Å):
C -0.65804 0.03841 1.46605  -1.445
C -0.19848 0.03110 0.00979  1.363
C -0.96090 0.91276 -0.91465  -1.544
C -0.21575 -1.40189 -0.46895  -1.706
N 1.15975 0.46516 -0.00494  -0.068
P 2.60621 -0.35261 -0.21976  0.169
O 3.66542 0.60176 0.01455  -0.517
H -0.20609 -0.81149 1.81931  0.413
H -0.23701 0.92685 1.91376  0.385
H -1.75438 0.08590 1.43197  0.353
H -0.57018 0.88573 -1.97597  0.380
H -1.00164 2.05282 -0.74496  0.320
H -1.96887 0.51808 -1.05775  0.391
H 0.38316 -1.99077 0.32912  0.354
H -1.17740 -1.90281 -0.47875  0.434
H -0.06617 -1.69258 -1.56039  0.385
H 1.20040 1.63358 0.44157  0.335



Relative energy of each structure, in eV: #one 3.472; #two 4.955; #three 0.000.



#one
Density functional theory data (ωB97M-V/def2-TZVPD) for a cluster of 3 separate species, C2H12N2O2 in total.

Computed properties:
structure (SMILES): NCCN.O.O
total charge: 0
multiplicity: 1
HOMO level: -9.24 eV
frontier orbital gap: 10.1638 eV
LUMO: 0.9 eV

Last column: Mulliken charge in e.
Geometry (Å):
N -0.12451 -0.52574 1.68639  -0.587
C -0.59571 0.78889 1.25058  -0.574
C -1.21163 0.72966 -0.16299  -0.211
N -1.46424 -0.61962 -0.63715  -0.703
H -0.73764 -1.22202 1.26920  0.268
H -0.16270 -0.66375 2.68686  0.195
H 0.25278 1.47381 1.26901  0.203
H -1.35909 1.21907 1.90429  0.353
H -2.17896 1.24342 -0.11999  0.363
H -0.71291 1.36741 -0.90162  0.233
H -0.68806 -0.97267 -1.19234  0.195
H -2.21433 -0.61074 -1.30560  0.239
O 2.31534 -0.67873 0.06472  -0.703
H 1.65795 -0.69011 0.78259  0.384
H 3.17815 -0.51052 0.44512  0.308
O 1.05087 -0.32320 -2.49279  -0.630
H 1.53457 0.38397 -2.93471  0.302
H 1.46010 -0.38910 -1.61158  0.365



#two
Density functional theory data (ωB97M-V/def2-TZVPD) for a cluster of 3 separate species, C2H12N2O2 in total.

Computed properties:
structure (SMILES): NCCN.O.O
total charge: 0
multiplicity: 1
HOMO level: -8.98 eV
frontier orbital gap: 9.2669 eV
LUMO: 0.3 eV

Last column: Mulliken charge in e.
Geometry (Å):
N -1.45187 0.00187 1.68445  -0.646
C -0.93030 -1.11739 0.85053  -0.490
C -0.92007 -0.62298 -0.61607  -0.495
N -0.04978 0.53169 -0.88922  -0.599
H -0.80036 0.77240 1.62557  0.269
H -1.52808 -0.27867 2.65182  0.208
H -1.54922 -1.98963 0.99236  0.385
H 0.09131 -1.18652 1.24121  0.285
H -0.75137 -1.39877 -1.36551  0.315
H -1.95409 -0.31934 -0.75998  0.290
H -0.63697 1.35285 -0.99274  0.264
H 0.55021 0.78063 -0.09315  0.314
O 1.15667 1.81204 1.36584  -0.653
H 1.80299 1.45606 1.96535  0.289
H 1.43104 2.65197 0.97630  0.294
O 1.72093 -0.95079 -3.28153  -0.661
H 2.43345 -1.22067 -2.69215  0.308
H 1.38550 -0.27473 -2.66307  0.323



Relative energy of each structure, in eV: #one 0.000; #two 0.625.



#one
Density functional theory data (ωB97M-V/def2-TZVPD) for a cluster of 2 separate species, C3H4BrNO2 in total.

Computed properties:
total charge: 0
multiplicity: 1
HOMO level (spin up / spin down): -9.42 / -9.11 eV
frontier orbital gap (spin up / spin down): 8.5446 / 6.8514 eV
LUMO (spin up / spin down): -0.9 / -2.3 eV

Last column: Mulliken charge in e.
Geometry (Å):
C 0.71015 0.20722 -0.40632  -0.282
C -1.04671 0.12212 0.75207  -0.012
C 1.80704 -0.66075 -0.34729  -0.593
N -2.08455 0.86755 0.33447  0.866
O -1.94389 1.84525 -0.42495  -0.560
O -3.19815 0.54705 0.81579  -0.542
Br -1.33581 -1.60280 1.18905  0.000
H 0.87339 1.30807 -0.53385  0.320
H 1.50510 -1.59222 0.11902  0.252
H 2.02552 -1.01516 -1.40374  0.288
H 2.68792 -0.02633 -0.09425  0.264



#two
Density functional theory data (ωB97M-V/def2-TZVPD) for the molecule C3H4BrNO2.

Computed properties:
structure (SMILES): C/C=C(\Br)[N+](=O)[O-]
total charge: 0
multiplicity: 1
HOMO level: -10.24 eV
frontier orbital gap: 9.5471 eV
LUMO: -0.7 eV

Last column: Mulliken charge in e.
Geometry (Å):
C 1.54045 -0.94644 -0.05336  -1.002
C 0.54310 0.17341 -0.10476  0.250
C -0.81793 0.20238 -0.01569  -0.052
Br -1.99054 -1.59597 0.20903  -0.180
N -1.78189 1.34314 0.06026  0.889
O -1.32628 2.28437 0.60010  -0.535
O -2.86064 1.24884 -0.42031  -0.512
H 2.34768 -0.96605 -0.79422  0.309
H 2.29027 -0.99049 0.80191  0.273
H 1.00392 -1.91774 -0.05137  0.282
H 1.05184 1.16457 -0.23160  0.276



Relative energy of each structure, in eV: #one 4.379; #two 0.000.